1:
This record from OMol25 describes a molecular structure, H23O11. The level of theory is ωB97M-V with the def2-TZVPD basis set.

The geometry in XYZ format:
```
34
Properties=species:S:1:pos:R:3
O 0.54304 4.14781 -0.09350
H -0.39429 3.96653 0.09262
H 0.87976 4.35196 0.78879
O 0.96562 -0.59430 -1.13947
H 1.14151 -0.93142 -2.03234
H 1.93295 -0.62592 -0.88959
O -0.55478 -0.06854 0.96656
H -0.69094 -0.66599 0.21448
H 0.37268 -0.10136 1.29100
O 3.84718 -1.76067 -0.79847
H 3.17969 -2.21316 -0.27057
H 4.48673 -1.51682 -0.11770
O 0.48322 1.58355 -3.12678
H 0.02114 1.78060 -3.95204
H 0.03211 1.00897 -2.51100
O -2.44078 0.37209 3.43002
H -1.88387 -0.39951 3.53288
H -0.55143 1.01684 0.37105
O -0.47638 1.75489 -0.59299
H -2.68978 0.72836 4.28249
O 1.27017 0.72173 2.79337
H 1.96468 1.11065 3.36340
H 0.56862 0.66690 3.46215
O -2.22871 1.10899 -2.66179
H -2.34728 0.82937 -3.57461
H -2.99054 0.75936 -2.19286
O 0.54275 -2.50345 0.89980
H -0.18399 -2.95916 1.36929
H 0.89320 -2.95527 0.13550
O -1.47621 -4.03155 0.01428
H -2.06068 -4.81796 0.12732
H -1.65629 -3.94462 -0.93097
H -0.81876 1.77485 -1.47925
H 0.31968 2.40627 -0.77107
```

## Properties
total charge: +1
highest occupied orbital energy: -14.24 eV
HOMO-LUMO gap: 11.46 eV
LUMO energy: -2.78 eV

Mulliken atomic charge list, values in e, 4 entries: atom 1 (O): -0.664, atom 2 (H): 0.337, atom 3 (H): 0.328, atom 4 (O): -0.578

2:
This record from OMol25 describes 11 unconnected molecules or ions with the total composition H23O11. The level of theory is ωB97M-V with the def2-TZVPD basis set.

The geometry in XYZ format:
```
34
Properties=species:S:1:pos:R:3
O 0.11879 0.25979 0.27035
H 0.38379 0.51679 -0.54065
H -0.58221 -0.34321 0.39435
H 0.68179 -0.24821 0.88035
O -2.22821 -1.18821 0.18035
H -2.43921 -2.03321 0.42535
H -1.70621 -1.12421 -0.59265
O 2.06879 -0.49521 -1.76665
H 2.84279 -0.95321 -1.47065
H 1.61979 -0.91821 -2.61665
O 1.37779 2.42779 -1.96365
H 2.11179 1.86879 -1.45565
H 1.67779 3.37179 -1.83765
O -1.96821 2.25479 -1.67765
H -2.10121 2.99079 -2.28165
H -1.71721 1.51179 -2.21865
O -0.89521 -0.36421 -2.37265
H -0.39621 -0.11421 -3.18765
H -1.64621 -0.75421 -2.75165
O 2.18879 -0.34721 2.09135
H 1.71679 0.21679 2.70935
H 2.92079 0.20279 2.30635
O 3.74779 -1.79121 0.45035
H 2.98379 -1.45721 0.85435
H 4.05979 -2.38821 1.01735
O -2.13621 1.92179 1.16335
H -2.16921 2.86579 1.43035
H -2.28621 2.09079 0.25335
O 0.32379 -2.41821 1.43435
H 0.37579 -3.32921 1.02635
H -0.54921 -2.45121 1.72435
O -3.00021 0.12579 3.03635
H -2.69221 0.73079 2.22935
H -2.68721 -0.63821 2.85635
```

## Properties
total charge: +1
highest occupied orbital energy: -13.05 eV
HOMO-LUMO gap: 9.77 eV
LUMO energy: -3.28 eV

Mulliken atomic charge list, values in e, 4 entries: atom 1 (O): 0.211, atom 2 (H): 0.271, atom 3 (H): 0.322, atom 4 (H): 0.336

The data favor 1; the next most stable structure lies 1.974 eV above it.

1:
This record from OMol25 describes C5H7P in the gas phase. The level of theory is ωB97M-V with the def2-TZVPD basis set.

The geometry in XYZ format:
```
13
Properties=species:S:1:pos:R:3
C 0.18232 -0.86776 -0.19777
C -1.12637 -1.21495 -0.03031
C 0.31804 0.58444 -0.02882
C -2.13558 -0.11107 0.13592
C 1.66640 1.24591 0.02335
P -1.18592 1.46149 0.03486
H 1.01073 -1.54448 -0.31039
H -1.47795 -2.31002 -0.20814
H -2.98002 -0.23331 -0.41893
H -2.32646 -0.32548 1.12303
H 2.15305 0.89194 -0.90912
H 2.05190 0.87910 0.94609
H 1.71957 2.34249 0.23270
```

## Properties
highest occupied orbital energy: -8.01 eV
HOMO-LUMO gap: 8.50 eV
SMILES: CC1=PCC=C1
LUMO energy: 0.49 eV

Mulliken atomic charge list, values in e, 4 entries: atom 1 (C): -0.735, atom 2 (C): -0.141, atom 3 (C): 0.487, atom 4 (C): -0.918

2:
This record from OMol25 describes a molecular structure, C5H7P. The level of theory is ωB97M-V with the def2-TZVPD basis set.

The geometry in XYZ format:
```
13
Properties=species:S:1:pos:R:3
C -0.06463 -1.25480 0.18194
C -1.99406 -1.17152 -0.18590
C -0.83320 1.06826 0.23354
C 0.30977 0.12112 0.38938
C 1.56550 0.58312 -0.39154
P -2.39855 0.47774 -0.09425
H 0.48278 -2.16597 0.11263
H -2.54783 -2.06871 -0.34053
H -0.65049 2.11716 0.40233
H 0.53600 0.19932 1.46763
H 1.38857 1.56843 -0.81614
H 1.76907 -0.10189 -1.21042
H 2.43705 0.62775 0.25133
```

## Properties
highest occupied orbital energy (spin up / spin down): -8.01 / -8.14 eV
HOMO-LUMO gap (spin up / spin down): 8.18 / 7.63 eV
LUMO energy (spin up / spin down): 0.17 / -0.50 eV

Mulliken atomic charge list, values in e, 4 entries: atom 1 (C): -0.896, atom 2 (C): -0.376, atom 3 (C): -0.623, atom 4 (C): 0.866

The data favor 1; the next most stable structure lies 3.320 eV above it.

1:
This record from OMol25 describes 2 unconnected molecules or ions with the total composition C4H9O2S. The level of theory is ωB97M-V with the def2-TZVPD basis set.

The geometry in XYZ format:
```
16
Properties=species:S:1:pos:R:3
C -2.27950 0.37643 -1.42099
C -1.38948 1.54337 -0.75875
O -1.33314 1.68642 0.44218
O -0.73506 2.17819 -1.60516
H -3.38071 0.72063 -1.21407
H -2.36111 -0.52483 -0.81011
H -1.81562 0.13906 -2.33423
C 1.84999 -1.67443 -0.09012
C 1.18683 0.33282 1.92582
S 2.52381 -0.69147 1.28148
H 2.30497 -2.72411 -0.05019
H 0.78310 -1.47060 -0.27209
H 2.33365 -1.46667 -1.06710
H 1.22429 0.85642 2.80677
H 0.18016 -0.34004 1.98488
H 0.90783 1.05880 1.18169
```

## Properties
total charge: -1
highest occupied orbital energy: -3.95 eV
HOMO-LUMO gap: 7.13 eV
LUMO energy: 3.18 eV

Mulliken atomic charge list, values in e, 4 entries: atom 1 (C): -0.962, atom 2 (C): 0.600, atom 3 (O): -0.697, atom 4 (O): -0.726

2:
This record from OMol25 describes 2 unconnected molecules or ions with the total composition C4H9O2S. The level of theory is ωB97M-V with the def2-TZVPD basis set.

The geometry in XYZ format:
```
16
Properties=species:S:1:pos:R:3
O -0.19129 -1.43782 -1.14040
C -0.13195 -1.88619 0.03053
O 0.26905 -1.26819 1.04009
C -0.62273 -3.34006 0.14842
H -0.51750 -3.75302 1.15143
H -1.66112 -3.35296 -0.18703
H -0.07285 -3.95648 -0.56449
C 1.46992 1.29478 -0.35917
S 0.22533 2.52557 0.07380
C -1.20091 1.38562 0.18748
H 1.25882 0.78763 -1.29854
H 1.53892 0.51126 0.39127
H 2.42882 1.81999 -0.41221
H -2.05013 1.96288 0.55397
H -1.38860 0.95002 -0.79059
H -0.96230 0.56722 0.86750
```

## Properties
total charge: -1
highest occupied orbital energy: -4.21 eV
HOMO-LUMO gap: 7.69 eV
LUMO energy: 3.48 eV

Mulliken atomic charge list, values in e, 4 entries: atom 1 (O): -0.708, atom 2 (C): 0.712, atom 3 (O): -0.747, atom 4 (C): -1.030

The data favor 2; the next most stable structure lies 1.745 eV above it.

1:
This record from OMol25 describes 2 unconnected molecules or ions with the total composition C4H6NO2. The level of theory is ωB97M-V with the def2-TZVPD basis set.

The geometry in XYZ format:
```
13
Properties=species:S:1:pos:R:3
C -0.13037 1.14641 0.32792
C -1.45144 1.37393 0.21776
C 0.20091 -0.13955 -0.22446
C 1.36956 -1.04001 0.38993
N -0.98165 -0.92603 -0.31415
O -1.32843 -1.50754 -1.37586
O -2.25018 0.44581 -0.11763
H 0.75629 1.68770 0.61075
H -1.86023 2.30574 0.59473
H 0.59038 0.31772 -1.64080
H 2.10346 -1.04859 -0.38553
H 1.09563 -2.06092 0.61899
H 1.88608 -0.55467 1.29836
```

## Properties
total charge: -1
highest occupied orbital energy: -2.62 eV
HOMO-LUMO gap: 6.93 eV
LUMO energy: 4.31 eV

Mulliken atomic charge list, values in e, 4 entries: atom 1 (C): -0.975, atom 2 (C): -0.088, atom 3 (C): 0.575, atom 4 (C): -1.120

2:
This record from OMol25 describes a gas-phase ion, C4H6NO2 (charge -1). The level of theory is ωB97M-V with the def2-TZVPD basis set.

The geometry in XYZ format:
```
13
Properties=species:S:1:pos:R:3
C 0.30834 0.67130 -0.10494
C 0.14037 1.95558 0.17510
C 0.31238 -1.45101 -0.19248
C -0.84060 -0.45954 -0.36940
N 1.17519 -0.39856 0.23081
O 2.48153 -0.59284 -0.00944
O -1.88607 -0.37588 0.55048
H 0.90064 2.67077 0.04843
H -0.84375 2.37610 0.43596
H 0.28265 -2.26776 0.57959
H 0.79161 -1.96914 -1.18673
H -1.29535 -0.52821 -1.31318
H -1.52695 0.36917 1.15579
```

## Properties
total charge: -1
highest occupied orbital energy (spin up / spin down): -1.92 / -1.92 eV
HOMO-LUMO gap (spin up / spin down): 5.96 / 5.96 eV
SMILES: C=C1[C@H](O)CN1[O-]
LUMO energy (spin up / spin down): 4.04 / 4.04 eV

Mulliken atomic charge list, values in e, 4 entries: atom 1 (C): -0.204, atom 2 (C): -0.807, atom 3 (C): -0.554, atom 4 (C): 0.058

The data favor 2; the next most stable structure lies 0.658 eV above it.

1:
This record from OMol25 describes 4 unconnected molecules or ions with the total composition C2H11NO5. The level of theory is ωB97M-V with the def2-TZVPD basis set.

The geometry in XYZ format:
```
19
Properties=species:S:1:pos:R:3
C 0.84674 -0.39516 -2.42159
N -0.33114 -0.59046 -1.54101
C -0.30928 -1.53682 -0.53706
O 0.74791 -2.42233 -0.51425
O -1.13774 -1.65330 0.36691
H 1.48858 -1.25242 -2.68897
H 0.10266 -0.06922 -3.26430
H 1.77929 0.37102 -2.11027
H -0.90341 0.20761 -1.34293
H 1.07805 -2.55195 -1.44294
H 0.96905 2.65322 0.40660
H 0.77834 2.63378 1.86850
O 1.36092 2.94628 1.23271
H 0.39047 0.33940 1.14548
H 0.40033 -0.30366 2.35383
O 0.17688 0.57067 1.99726
H -1.73539 1.11595 1.21622
H -1.23330 2.39598 1.44463
O -1.65064 1.83185 0.78653
```

## Properties
highest occupied orbital energy: -10.47 eV
HOMO-LUMO gap: 10.65 eV
SMILES: CNC(=O)O.O.O.O
LUMO energy: 0.18 eV

Mulliken atomic charge list, values in e, 4 entries: atom 1 (C): -0.902, atom 2 (N): -0.145, atom 3 (C): 0.489, atom 4 (O): -0.420

2:
This record from OMol25 describes 4 unconnected molecules or ions with the total composition C2H11NO5. The level of theory is ωB97M-V with the def2-TZVPD basis set.

The geometry in XYZ format:
```
19
Properties=species:S:1:pos:R:3
O -1.04064 0.29988 0.86719
C -0.53418 1.34916 0.57264
O -1.16911 2.23250 -0.23898
C 0.91130 1.64415 0.90557
N 1.56486 0.43453 1.44048
H -2.01545 1.85287 -0.55085
H 1.55502 1.79338 0.02288
H 1.07526 2.41306 1.69252
H 1.64491 -0.38230 0.82036
H 1.12555 0.12758 2.30083
H 1.64635 -1.16353 -2.19111
H 0.77359 -0.33866 -1.40762
O 1.49121 -0.97437 -1.25303
H -0.10982 -2.08712 1.05880
H 0.54303 -2.37146 -0.34222
O 0.36725 -2.73506 0.53705
H -2.37752 -1.53416 -1.55155
H -1.04277 -1.65691 -2.38298
O -1.65913 -1.05649 -1.96693
```

## Properties
highest occupied orbital energy: -9.31 eV
HOMO-LUMO gap: 9.44 eV
SMILES: NCC(=O)O.O.O.O
LUMO energy: 0.13 eV

Mulliken atomic charge list, values in e, 4 entries: atom 1 (O): -0.479, atom 2 (C): 0.691, atom 3 (O): -0.492, atom 4 (C): -0.629

The data favor 2; the next most stable structure lies 1.656 eV above it.

1:
This record from OMol25 describes C3H5NO2S2 in the gas phase. The level of theory is ωB97M-V with the def2-TZVPD basis set.

The geometry in XYZ format:
```
13
Properties=species:S:1:pos:R:3
C 0.61858 -2.86070 1.45395
C 0.27985 -0.26629 0.76151
C -1.33922 1.85661 -0.86049
H 0.26609 -2.26681 2.40650
H 0.10644 -3.36238 0.65854
H 1.45951 -3.60909 1.85494
H 1.34061 1.59600 0.32326
H -2.19130 2.62311 -0.80405
N 0.52682 0.86007 0.08936
O -0.88226 -0.63271 0.95480
O -0.57454 1.77507 0.19245
S 1.82682 -1.47545 0.92984
S -1.22494 1.31807 -2.32812
```

## Properties
highest occupied orbital energy: -8.90 eV
HOMO-LUMO gap: 9.31 eV
SMILES: CSC(=O)NOC=S
LUMO energy: 0.41 eV

Mulliken atomic charge list, values in e, 4 entries: atom 1 (C): -0.823, atom 2 (C): 0.555, atom 3 (C): 0.081, atom 4 (H): 0.318

2:
This record from OMol25 describes C3H5NO2S2 in the gas phase. The level of theory is ωB97M-V with the def2-TZVPD basis set.

The geometry in XYZ format:
```
13
Properties=species:S:1:pos:R:3
C 0.68428 2.07341 1.43490
C 0.05410 1.36925 0.23677
C -0.41156 -0.89228 -0.79026
H 1.04899 0.47871 2.45432
H -0.14512 2.48200 2.03909
H 1.29719 2.93155 1.05460
H -0.62339 2.06131 -0.30098
H 1.14766 -0.48641 -2.03036
N 0.45534 -0.04836 -1.44315
O 1.57617 1.26512 2.14924
O 1.06855 0.88555 -0.60279
S -0.90291 -2.34774 -1.36957
S -0.91156 -0.12953 0.69616
```

## Properties
highest occupied orbital energy: -8.88 eV
HOMO-LUMO gap: 9.03 eV
SMILES: OC[C@H]1ONC(=S)S1
LUMO energy: 0.15 eV

Mulliken atomic charge list, values in e, 4 entries: atom 1 (C): -0.690, atom 2 (C): 0.216, atom 3 (C): 0.205, atom 4 (H): 0.350

The data favor 2; the next most stable structure lies 1.807 eV above it.